21
Properties=species:S:1:pos:R:3:forces:R:3 method="wB97M-V/def2-TZVPD" de_lowest_ev=0.4986 lumo_energy_ev=0.561 smiles=O.O.O.O.O.O.O charge=0 orbital_gap_ha=0.4345
H -1.051177 0.939947 1.227102 0.303 0.019 -0.257
H -2.120121 2.030648 1.091988 -0.120 0.165 -0.050
H -0.609649 -2.915889 1.301503 -0.154 0.552 -0.819
H -1.838433 -2.020304 1.019777 0.801 -0.111 -0.344
H -2.738333 -1.213430 2.968033 -0.244 0.239 -0.972
H -2.629850 -0.126300 1.857656 -0.040 0.092 0.178
H -0.319772 -0.826902 0.274040 0.281 0.843 0.239
H -0.173036 0.425266 -0.687578 0.115 0.063 0.166
H 3.024957 0.294643 -3.096438 -0.467 2.312 1.700
H 2.961588 0.536918 -1.548935 -0.271 0.896 -0.534
H 1.726821 0.245125 0.297260 0.750 -0.183 -0.173
H 3.035622 1.026553 0.584721 -0.026 -0.381 -0.166
H 1.023639 1.068473 -2.374591 0.081 -0.094 -0.201
H -0.157918 0.184382 -2.907011 0.176 0.261 0.084
O -1.770269 1.391419 1.714149 -0.521 0.176 0.521
O -0.978383 -2.335464 0.599411 -0.637 -0.555 1.112
O -2.919027 -1.053625 2.015175 0.083 -0.348 0.896
O -0.067944 0.151406 0.256859 0.197 -1.126 -0.556
O 2.830722 1.047305 -2.409577 0.690 -3.135 -1.293
O 2.716497 0.224041 0.140224 -0.702 0.435 0.519
O 0.054067 0.925787 -2.323764 -0.295 -0.119 -0.050